Entry from the Open Molecules 2025 dataset: C39H46ClGeN3O6PW as an isolated structure (ωB97M-V with the def2-TZVPD basis set).

The HOMO-LUMO gap (alpha / beta) is 3.5 / 3.3 eV. For the total energy, the calculation gives -5073.7933 Eh. Its charge is +3. Its spin multiplicity is 3. For the HOMO energy (alpha / beta), the calculation gives -14.33 / -14.33 eV.

XYZ file:
```
98
C39H46ClGeN3O6PW, DFT ωB97M-V with the def2-TZVPD basis set
W -0.4163 1.5326 -1.5564
Ge 1.3585 2.6493 -0.1958
Cl 1.0239 -0.5513 -6.5587
P -0.0986 -4.3813 1.0195
O 6.1237 1.5851 -5.1883
O 1.3665 -4.1598 0.4361
O 6.3702 2.8586 -3.2283
O 0.1692 -5.0804 2.4853
O -1.9781 -1.5464 2.9208
O -0.5989 -5.8198 0.2797
N -4.2636 -1.5543 2.9746
N -2.0861 0.4958 -0.8276
N 0.4427 0.3056 -2.8194
C -4.8112 -3.8134 4.1634
C -0.4735 3.9988 -4.9238
C 1.2410 2.0776 1.7078
C 6.3850 0.0283 0.0830
C 4.0233 3.9913 -0.5947
C -3.0876 0.1310 -1.7030
C 0.1232 2.4548 2.4720
C -2.4894 3.3221 -3.0533
C 2.9789 6.5214 -0.4404
C 4.3449 6.4057 -0.5948
C 1.3500 1.9103 4.4932
C -4.3251 -2.3016 4.2402
C -4.0102 -1.3197 0.0293
C -3.1010 -0.7663 0.9557
C 2.3521 -5.0384 0.8667
C 6.2558 2.1168 -4.1440
C -4.0147 -0.8628 -1.2807
C -6.7914 -1.8463 2.6472
C -1.8157 4.0763 -5.2641
C 1.3957 -0.1644 -4.9305
C -2.8079 3.7051 -4.3794
C 4.8560 5.1154 -0.6358
C -0.5442 -6.0603 -1.1562
C -0.9502 -5.5648 3.3008
C 2.6427 -0.2294 -4.2910
C 1.5932 -0.1643 -2.1885
C 2.0929 5.4338 -0.4965
C 2.6355 4.1652 -0.4471
C -1.1220 3.0897 -2.7618
C 6.5634 -0.4629 1.3359
C 0.1814 2.3687 3.8549
C 2.7530 -0.2626 -2.9232
C 2.3701 1.5499 2.3414
C -5.5217 -0.8803 2.6127
C -2.0786 -0.0095 0.5006
C 0.2719 0.0265 -4.1422
C -3.0602 -1.3414 2.3984
C 2.3739 1.3993 3.7182
C -0.1368 3.5478 -3.6722
H 3.0807 -4.4547 1.4952
H -5.8603 -3.8571 3.9604
H -7.2388 -1.9933 3.6173
H 0.3803 -5.6556 -1.6489
H -4.3688 -4.2960 3.2732
H -3.8679 3.6900 -4.5827
H 1.5168 -0.5784 -1.1769
H -7.5372 -1.4104 1.9898
H -5.0226 -1.7628 4.8408
H -4.5819 -4.4002 5.0546
H 5.4125 0.3201 -0.2114
H 1.0490 5.5476 -0.5240
H 2.9013 -5.3836 -0.0855
H 7.6047 -0.7672 1.6315
H -5.3293 -0.5292 1.6124
H 5.9301 4.9145 -0.6724
H -3.0773 0.6052 -2.6981
H 0.3196 4.1754 -5.6279
H -0.5383 -7.1246 -1.2931
H 1.9642 -5.8759 1.4209
H -0.7337 2.7327 1.9181
H -3.3219 -2.3071 4.6907
H 3.2722 1.1045 1.8078
H 2.5635 7.5064 -0.3113
H 4.9326 7.3022 -0.7490
H -1.7141 -4.8245 3.5767
H -3.3249 3.3620 -2.3229
H 0.9271 3.6589 -3.3840
H -4.7391 -2.0254 0.4611
H -4.6985 -1.2946 -2.0844
H 5.8186 -0.8364 2.0109
H -0.7317 0.1485 -4.5885
H 3.2648 0.9451 4.1291
H 7.2369 0.1885 -0.6251
H -1.4668 -6.3218 2.7786
H -0.7398 2.5319 4.3734
H 4.5872 3.0746 -0.6408
H 3.4585 -0.4649 -4.9662
H -1.2271 0.2591 1.0942
H -5.6313 0.0160 3.2026
H 3.7006 -0.4904 -2.3658
H 1.3705 1.9139 5.6062
H -0.4661 -6.0323 4.1294
H -1.4481 -5.6541 -1.5850
H -2.0608 4.4906 -6.2368
H -6.6207 -2.8286 2.2660
```

Results of the Mulliken charge analysis, in e, for atoms 1 through 4: 0.452 0.080 -0.114 0.591